(1)
Density functional theory data (the ωB97M-V functional and the def2-TZVPD basis) for a 2-piece molecular cluster, CH4IN4P overall.

```
11
Properties=species:S:1:pos:R:3:forces:R:3:nbo_charge:R:1
P 1.002 -0.519 -0.482 -1.83 -0.07 -0.42 0.3015
C -0.645 -0.257 0.456 1.29 -0.14 -1.39 0.1216
N -1.878 -0.312 -0.035 1.28 -0.04 0.65 -0.3554
N -2.678 -0.217 1.053 -2.04 0.11 -1.99 -0.0414
N -2.038 -0.076 2.091 0.56 0.16 2.74 -0.0485
N -0.735 -0.087 1.782 0.21 -0.24 0.10 -0.3950
H 0.610 0.267 -1.673 0.58 -0.28 1.36 0.0447
H 1.671 0.395 0.332 0.19 0.62 -0.12 -0.0235
H -0.066 -0.087 2.551 -0.16 0.08 -0.70 0.4345
I -1.433 -0.877 -3.409 -0.63 0.59 0.87 -0.2126
H -2.043 -0.184 -1.950 0.54 -0.79 -1.09 0.1740
```
Positions in Å, forces in eV/Å.

For the frontier orbital gap, the calculation gives 9.9629 eV. The net charge is 0. The relative energy (zero: lowest compared OMol25 entry of this formula, charge and spin) comes out at 2.9 kJ/mol. As for the SMILES: Pc1nnn[nH]1.I. For the highest occupied orbital energy, the calculation gives -9.555 eV.

=====

(2)
Density functional theory data (the ωB97M-V functional and the def2-TZVPD basis) for CH4INO as an isolated structure.

```
8
Properties=species:S:1:pos:R:3:forces:R:3:nbo_charge:R:1
C -0.360 -0.186 -1.550 0.79 1.34 1.59 -0.0397
N -0.057 1.576 -0.299 0.49 0.66 0.91 -0.3165
O -0.870 0.976 -1.143 0.27 -1.17 -1.00 -0.2620
I -0.729 3.455 0.053 -0.22 0.29 0.07 0.2531
H -0.930 -0.718 -2.230 -0.94 -0.89 -1.02 0.1805
H -1.356 -1.170 1.440 0.87 1.35 0.04 -0.0047
H 0.581 -0.433 -1.050 -0.40 -0.26 -0.54 0.1863
H -0.929 -0.501 1.465 -0.85 -1.32 -0.05 0.0029
```
Positions in Å, forces in eV/Å.

For the frontier orbital gap (spin up / spin down), the calculation gives 7.9411 / 8.6428 eV. The net charge is 0. The relative energy (zero: lowest compared OMol25 entry of this formula, charge and spin) comes out at 376.1 kJ/mol. For the highest occupied orbital energy (spin up / spin down), the calculation gives -8.248 / -8.649 eV.

=====

(3)
Density functional theory data (the ωB97M-V functional and the def2-TZVPD basis) for a 2-piece molecular cluster, CH4INOS overall.

```
9
Properties=species:S:1:pos:R:3:forces:R:3:nbo_charge:R:1
C -0.280 0.507 0.779 1.92 0.66 0.76 -0.1784
N -0.249 -0.680 -1.619 -0.82 0.50 3.25 -0.5825
O -1.155 -0.144 0.031 -0.10 -1.95 -3.62 -0.4296
S 1.246 -0.458 1.225 -0.27 0.12 0.32 -0.1166
I -0.434 0.880 -2.809 -0.21 0.52 -0.42 0.4054
H 0.060 1.466 0.354 -0.15 -0.07 0.03 0.1669
H -0.760 0.695 1.751 -0.07 0.10 -0.14 0.2291
H -0.977 -1.363 -1.814 -0.39 0.11 -0.02 0.3645
H 1.491 -0.813 -0.034 0.08 0.00 -0.17 0.1412
```
Positions in Å, forces in eV/Å.

For the frontier orbital gap, the calculation gives 7.4332 eV. The net charge is 0. The relative energy (zero: lowest compared OMol25 entry of this formula, charge and spin) comes out at 294.7 kJ/mol. For the highest occupied orbital energy, the calculation gives -9.002 eV.